(1)
This record from OMol25 describes a molecular structure, C42H35F6N10O26S6Y at a distorted geometry. The level of theory is ωB97M-V with the def2-TZVPD basis set.

Last column: Mulliken charge in e.
Cartesian coordinates (Å):
Y1 30.081 8.984 21.548  2.15
N1 27.011 8.237 24.509  -0.25
S1 25.761 8.949 25.058  1.04
O1 25.830 9.419 26.477  -0.53
O2 24.472 8.564 24.508  -0.51
F1 26.061 10.387 24.367  -0.31
S2 26.683 6.903 25.551  1.05
O3 25.502 6.056 25.345  -0.52
O4 27.095 7.052 26.916  -0.51
F2 27.776 5.969 24.865  -0.27
N2 28.132 11.728 18.897  -0.21
S3 28.636 13.055 17.839  1.04
O5 28.481 14.352 18.441  -0.49
O6 28.566 12.845 16.397  -0.47
F3 30.204 12.825 18.102  -0.27
S4 26.761 11.812 18.183  1.06
O7 26.636 11.031 16.968  -0.51
O8 25.965 13.007 18.378  -0.46
F4 26.157 10.803 19.294  -0.31
N3 32.745 6.544 19.341  -0.23
S5 33.251 6.822 17.659  1.02
O9 33.085 5.757 16.639  -0.48
O10 34.333 7.713 17.462  -0.47
F5 31.924 7.758 17.334  -0.29
S6 33.580 5.242 19.464  1.02
O11 35.027 5.337 19.148  -0.51
O12 32.896 4.019 19.082  -0.50
F6 33.541 5.209 21.070  -0.29
C1 20.022 15.228 23.829  -0.28
C2 21.290 15.693 24.048  -0.42
C3 22.064 16.175 22.979  -0.46
C4 21.465 16.253 21.704  0.17
C5 20.180 15.819 21.484  -0.25
C6 19.447 15.229 22.568  -0.51
N4 22.151 16.817 20.523  0.98
O13 21.666 16.746 19.402  -0.60
O14 23.210 17.392 20.639  -0.59
H1 19.460 14.847 24.668  0.36
H2 21.602 15.571 25.075  0.35
H3 23.068 16.547 23.121  0.45
H4 19.830 15.793 20.462  0.44
H5 18.485 14.748 22.469  0.37
C7 26.568 19.354 12.493  -0.34
C8 27.870 18.957 12.702  -0.57
C9 28.687 18.766 11.578  -0.14
C10 28.281 19.120 10.282  0.08
C11 27.005 19.608 10.113  -0.21
C12 26.103 19.593 11.178  -0.56
N5 29.205 19.073 9.194  0.85
O15 30.121 18.276 9.303  -0.53
O16 29.001 19.876 8.198  -0.54
H6 25.868 19.464 13.309  0.38
H7 28.208 18.727 13.701  0.39
H8 29.690 18.438 11.808  0.40
H9 26.617 19.939 9.161  0.42
H10 25.127 19.936 10.869  0.36
C13 28.297 18.439 26.100  -0.25
C14 28.600 17.945 24.865  -0.66
C15 29.158 16.687 24.792  -0.17
C16 29.308 15.849 25.908  0.26
C17 29.025 16.358 27.099  -0.28
C18 28.440 17.630 27.234  -0.51
N6 30.138 14.573 25.762  0.80
O17 30.042 13.904 24.674  -0.53
O18 30.899 14.283 26.678  -0.50
H11 27.966 19.465 26.156  0.36
H12 28.532 18.641 24.042  0.40
H13 29.501 16.309 23.840  0.34
H14 29.281 15.843 28.013  0.37
H15 28.157 17.971 28.219  0.36
C19 27.633 12.782 9.598  -0.48
C20 28.674 12.872 8.696  -0.37
C21 28.457 13.621 7.537  -0.30
C22 27.170 14.195 7.280  0.22
C23 26.235 14.268 8.299  -0.48
C24 26.515 13.590 9.446  -0.42
N7 26.942 14.825 5.959  0.96
O19 25.998 15.564 5.783  -0.58
O20 27.743 14.553 5.066  -0.57
H16 27.662 12.168 10.486  0.37
H17 29.639 12.445 8.926  0.39
H18 29.256 13.656 6.811  0.43
H19 25.273 14.711 8.091  0.45
H20 25.707 13.574 10.163  0.40
C25 20.820 13.495 12.343  -0.30
C26 20.175 14.251 11.364  -0.55
C27 19.967 13.707 10.115  -0.24
C28 20.405 12.345 9.887  0.04
C29 20.958 11.624 10.922  -0.15
C30 21.234 12.173 12.159  -0.59
N8 20.293 11.771 8.512  0.92
O21 19.599 12.412 7.705  -0.56
O22 20.841 10.694 8.254  -0.56
H21 21.184 13.910 13.271  0.35
H22 19.837 15.248 11.606  0.39
H23 19.587 14.300 9.297  0.43
H24 21.282 10.612 10.725  0.40
H25 21.719 11.569 12.911  0.42
C31 41.048 11.752 20.907  -0.19
C32 40.195 10.668 20.595  -0.70
C33 38.831 10.962 20.768  -0.09
C34 38.256 12.199 21.061  0.01
C35 39.153 13.203 21.398  -0.09
C36 40.545 12.970 21.327  -0.57
N9 36.759 12.336 21.133  0.83
O23 36.235 13.444 21.323  -0.55
O24 36.149 11.264 21.261  -0.52
H26 42.108 11.550 20.867  0.35
H27 40.616 9.721 20.293  0.40
H28 38.207 10.168 20.384  0.36
H29 38.755 14.159 21.708  0.41
H30 41.208 13.792 21.551  0.36
C37 21.985 2.381 19.426  -0.19
C38 22.727 1.877 18.343  -0.57
C39 23.919 2.579 17.913  -0.21
C40 24.418 3.544 18.738  0.07
C41 23.682 3.940 19.884  -0.19
C42 22.463 3.458 20.240  -0.63
N10 25.767 4.180 18.426  0.95
O25 26.372 3.736 17.495  -0.56
O26 26.252 5.010 19.188  -0.59
H31 21.030 1.952 19.691  0.35
H32 22.366 1.076 17.716  0.35
H33 24.466 2.198 17.063  0.41
H34 24.131 4.610 20.603  0.41
H35 21.806 3.783 21.033  0.40

As for the spin multiplicity: 1. Its highest occupied orbital energy is -9.81 eV. For the calculated total energy, the calculation gives -7150.47241 a.u. The calculation puts the molar mass at 1491.1 g/mol. The value obtained for the gap between HOMO and LUMO is 0.0649 Eh.

***

(2)
This record from OMol25 describes C8H13NO5 in the gas phase at a distorted geometry. The level of theory is ωB97M-V with the def2-TZVPD basis set.

Last column: Mulliken charge in e.
Cartesian coordinates (Å):
C1 1.933 0.891 -0.216  -1.48
C2 0.661 0.190 0.248  1.33
C3 0.314 0.482 1.703  -1.35
O1 1.018 -1.236 0.232  -0.44
C4 0.610 -1.769 -0.943  -0.25
C5 -0.263 -0.720 -1.719  -0.29
O2 -0.687 -0.942 -2.826  -0.56
C6 -0.468 0.484 -0.786  0.13
C7 -1.866 0.420 -0.246  -0.16
O3 -2.823 0.918 -1.240  -0.62
C8 -2.199 -1.012 -0.023  -1.43
N1 -2.895 -1.680 0.844  0.98
O4 -3.265 -2.838 0.770  -0.72
O5 -3.191 -0.946 1.991  -0.45
H1 2.703 0.740 0.554  0.39
H2 1.772 2.014 -0.413  0.29
H3 2.271 0.487 -1.185  0.34
H4 -0.741 0.185 1.874  0.19
H5 0.194 1.654 1.774  0.28
H6 1.020 0.288 2.519  0.41
H7 -0.143 -2.689 -0.782  0.22
H8 1.416 -2.176 -1.496  0.38
H9 -0.371 1.377 -1.345  0.71
H10 -2.120 1.097 0.551  0.43
H11 -3.424 0.219 -1.655  0.39
H12 -1.831 -1.592 -0.952  0.91
H13 -4.042 -1.292 2.310  0.36

As for the spin multiplicity: 1. Its highest occupied orbital energy is -9.35 eV. For the calculated total energy, the calculation gives -743.40127 a.u. The calculation puts the molar mass at 203.2 g/mol. The value obtained for the gap between HOMO and LUMO is 0.3593 Eh.

***

(3)
This record from OMol25 describes 2 unconnected molecules or ions with the total composition C4H13NO2 at a distorted geometry. The level of theory is ωB97M-V with the def2-TZVPD basis set.

Last column: Mulliken charge in e.
Cartesian coordinates (Å):
C1 -0.110 -1.899 -0.185  -1.33
C2 0.647 -0.912 -1.069  0.32
C3 1.615 -0.007 -0.279  -1.28
N1 -0.228 -0.150 -1.965  -0.13
C4 -0.860 1.051 -1.549  -0.28
O1 -2.300 0.831 -1.459  -0.53
H1 -0.524 -1.360 0.673  0.28
H2 -0.913 -2.505 -0.613  0.35
H3 0.530 -2.629 0.323  0.38
H4 1.273 -1.475 -1.777  0.23
H5 1.064 0.670 0.352  0.40
H6 2.309 -0.692 0.225  0.40
H7 2.366 0.346 -0.991  0.30
H8 -0.644 -0.693 -2.702  0.21
H9 -0.474 1.495 -0.636  0.15
H10 -0.753 1.900 -2.228  0.25
H11 -2.496 0.587 -0.533  0.29
O2 0.085 1.728 5.101  -0.63
H12 -0.653 1.214 4.781  0.31
H13 0.065 2.501 4.531  0.32

As for the spin multiplicity: 1. Its highest occupied orbital energy is -8.57 eV. For the calculated total energy, the calculation gives -365.39403 a.u. The calculation puts the molar mass at 107.2 g/mol. The value obtained for the gap between HOMO and LUMO is 0.3296 Eh.

***

(4)
This record from OMol25 describes a molecular structure, C2H3N3O3 at a distorted geometry. The level of theory is ωB97M-V with the def2-TZVPD basis set.

Last column: Mulliken charge in e.
Cartesian coordinates (Å):
C1 -1.686 -0.539 0.009  0.57
C2 0.418 -0.907 -0.115  0.72
H1 0.220 1.130 1.404  0.26
H2 0.481 2.461 0.263  0.30
H3 2.680 -1.040 -0.750  0.45
N1 0.668 1.374 0.484  -0.50
N2 0.303 0.516 -0.740  -0.13
N3 -0.693 -1.390 0.171  -0.42
O1 -1.234 0.645 -0.660  -0.23
O2 -2.859 -0.725 0.037  -0.47
O3 1.702 -1.526 -0.103  -0.55

As for the spin multiplicity: 1. Its highest occupied orbital energy is -10.39 eV. For the calculated total energy, the calculation gives -467.82665 a.u. The calculation puts the molar mass at 117.1 g/mol. The value obtained for the gap between HOMO and LUMO is 0.3535 Eh.

***

(5)
This record from OMol25 describes C6H6S2 in the gas phase at a distorted geometry. The level of theory is ωB97M-V with the def2-TZVPD basis set.

Last column: Mulliken charge in e.
Cartesian coordinates (Å):
C1 -3.301 0.723 0.587  0.22
C2 -2.389 0.339 -0.108  -0.46
C3 1.963 -0.353 0.596  -0.25
C4 1.597 0.932 0.774  -0.18
C5 1.321 -1.063 -0.574  -0.81
C6 -1.291 -0.212 -0.781  -0.66
S1 0.622 1.730 -0.420  -0.23
S2 -0.448 -1.540 -0.017  0.02
H1 -4.092 1.181 1.113  0.45
H2 2.608 -0.856 1.359  0.30
H3 1.966 1.693 1.470  0.36
H4 1.108 -0.449 -1.442  0.40
H5 1.718 -2.093 -0.762  0.35
H6 -1.384 -0.031 -1.795  0.49

As for the spin multiplicity: 1. Its highest occupied orbital energy (alpha / beta) is -8.06 / -8.09 eV. For the calculated total energy, the calculation gives -1028.42605 a.u. The calculation puts the molar mass at 142.2 g/mol. The value obtained for the gap between HOMO and LUMO (alpha / beta) is 0.2416 / 0.2434 Eh.